*1*
DFT (ωB97M-V with the def2-TZVPD basis set) results for 2 unconnected molecules or ions with the total composition C16H17NO.

```
35
Properties=species:S:1:pos:R:3
C 2.51172 -3.47529 -0.53217
C -0.87803 2.67430 1.88018
H -3.19370 3.11537 -0.22371
C 1.34872 2.97890 1.05494
H -2.89700 -2.57860 -2.14307
H 3.84431 -2.43390 0.83603
H 2.42015 -0.61070 1.28007
C -0.46214 2.52509 -0.47904
C 0.32963 -2.47139 -0.73407
H -0.30970 0.12920 1.00953
H -1.58410 2.61190 2.69580
H 1.57277 2.69502 -1.04755
C 0.87211 2.77082 -0.22373
O 2.63499 3.37010 1.25922
C 2.04748 -1.42152 0.66285
H 3.13755 3.28491 0.44322
H -1.47441 -3.23180 -2.89928
H -0.88427 2.59382 -1.46911
C -1.29924 -0.97742 -0.51851
H 1.05878 -4.22074 -1.83163
C -1.92301 -3.01622 -1.91905
C 2.84132 -2.53592 0.44784
H -3.49633 2.25410 1.22600
C -2.82149 2.32735 0.37879
C -1.34497 2.41747 0.60236
C 0.78026 -1.42569 0.10980
H -3.11434 1.49542 -0.27052
H -2.14612 -0.32724 -0.66266
C -1.03898 -2.18520 -1.06854
C 1.23591 -3.44897 -1.09413
H 3.17272 -4.31201 -0.71303
N -0.24214 -0.51748 0.24109
H 0.87525 3.06558 3.12059
H -2.04280 -4.03881 -1.54393
C 0.46909 2.91958 2.12544
```

## Properties
HOMO level	-0.283	Eh
net charge	0
frontier orbital gap	8.434	eV



*2*
DFT (ωB97M-V with the def2-TZVPD basis set) results for 2 unconnected molecules or ions with the total composition C16H17NO.

```
35
Properties=species:S:1:pos:R:3
H -1.92414 -1.76963 -3.16989
H 2.74861 -1.60610 -1.86801
C 1.16339 0.90841 2.87790
C 0.17699 0.34534 3.70761
C -0.44252 -1.29933 2.07730
C -1.98831 2.04629 -1.34461
H 0.38741 -2.55627 -3.57499
C 0.94209 -0.77593 -2.44651
H 1.69988 1.83348 3.02919
H 2.72785 0.24714 -1.97060
C 2.42847 -0.70047 -2.40571
O 2.58181 0.30268 1.03039
H -0.52996 2.82056 0.11652
C -2.27566 0.94668 -2.16055
C -1.83321 -1.04492 4.20446
H -2.26136 -2.02602 4.03329
H -3.10149 0.84094 -2.84890
H 2.89362 -0.78186 -3.38884
N -1.18490 -1.07340 -3.20360
C 0.29695 1.31152 -1.04381
H -2.81241 2.62136 -0.94504
H -1.56035 -1.06535 5.26100
H -0.99301 -2.20680 1.87210
C 0.60955 -0.85397 1.27776
H -2.65002 -0.32978 4.08869
H -0.05764 0.90330 4.61554
C 1.43879 0.14138 1.76211
C 0.08505 0.27064 -1.94847
C -0.69314 -0.62948 3.29857
H 1.32076 1.47510 -0.73422
C -0.76065 2.15066 -0.70441
C 0.10265 -1.58637 -3.20006
C -1.23688 0.04606 -2.41772
H 0.83094 -1.34763 0.34459
H 3.24981 0.97903 1.21232
```

## Properties
HOMO level	-0.280	Eh
net charge	0
frontier orbital gap	8.379	eV



Stability ranking, top and bottom: *1* is the most stable and *2* is the least stable.



*1*
DFT (ωB97M-V with the def2-TZVPD basis set) results for 2 unconnected molecules or ions with the total composition C2H4N4O2.

```
12
Properties=species:S:1:pos:R:3
N -1.13299 -0.39566 1.54259
N -0.26058 -0.95289 0.87871
O -1.19623 -0.66652 -2.06168
O -0.58435 0.54280 2.37762
H 1.96698 -0.82266 0.68168
C 0.79025 0.43883 2.25145
C 0.99436 -0.52758 1.29515
N -0.38429 0.48802 -1.87347
H -0.11330 0.64040 -3.83893
N 0.02498 1.11212 -2.81249
H -1.49960 -0.91054 -1.21529
H 1.39475 1.05368 2.77468
```

## Properties
HOMO level	-0.365	Eh
net charge	0
frontier orbital gap	10.705	eV



*2*
DFT (ωB97M-V with the def2-TZVPD basis set) results for a molecular structure, C2H4N4O2.

```
12
Properties=species:S:1:pos:R:3
H 1.31631 1.26484 -0.80702
C -0.45190 1.04616 0.56806
H -1.10698 -1.90388 0.32454
O -2.96722 -1.28483 -0.41905
H 0.84170 -1.08566 -1.11221
N -0.57532 -1.02448 0.65140
N 0.54520 -0.70156 -0.24910
O -3.42204 0.86792 -0.26828
N -2.80912 -0.13467 -0.03784
H -0.85944 2.02959 0.57927
C 0.50329 0.66938 -0.36172
N -1.20880 0.04390 0.99116
```

## Properties
HOMO level (alpha / beta)	-0.276 / -0.276	Eh
net charge	0
frontier orbital gap (alpha / beta)	7.571 / 7.579	eV



Stability ranking, top and bottom: *1* is the most stable and *2* is the least stable.



*1*
DFT (ωB97M-V with the def2-TZVPD basis set) results for 2 unconnected molecules or ions with the total composition C2H4N4O2.

```
12
Properties=species:S:1:pos:R:3
H -0.38798 -2.70549 -0.02709
H -0.41399 2.60969 0.36203
N 1.52310 -0.04556 -1.44000
H -1.69709 1.38962 2.24708
C 1.38095 -1.21340 -0.83649
C -0.27948 0.45225 -0.17633
O -1.88706 1.42684 1.22232
N 0.04659 -1.69493 -0.45444
H 2.77758 -1.77574 -0.53469
N -0.61319 1.53824 0.60197
N 0.23870 0.73802 -1.40252
O -0.68813 -0.71955 0.43816
```

## Properties
HOMO level	-0.318	Eh
net charge	0
frontier orbital gap	9.070	eV



*2*
DFT (ωB97M-V with the def2-TZVPD basis set) results for a single C2H4N4O2 molecule.

```
12
Properties=species:S:1:pos:R:3
H 2.88936 -0.47904 -0.55860
N -2.37210 -0.17038 0.21136
H -2.92874 -0.39464 0.98595
O -0.69902 1.67422 -0.11798
H -1.60753 1.06911 -0.12313
H -3.13976 -0.20837 -0.51323
O 1.07570 -1.31678 -0.02942
N -1.27378 -1.17546 -0.12947
N 1.55487 0.96487 0.08362
N 2.19663 -0.21858 0.24259
C -0.07544 -0.61952 -0.18781
C 0.24776 0.84456 -0.05693
```

## Properties
HOMO level	-0.331	Eh
net charge	0
frontier orbital gap	9.561	eV



*3*
DFT (ωB97M-V with the def2-TZVPD basis set) results for a single C2H4N4O2 molecule.

```
12
Properties=species:S:1:pos:R:3
H -2.26179 0.41808 0.81603
N -1.96437 -0.38570 0.11471
O 2.70516 -0.04399 0.02747
C 1.48467 -0.45861 -0.13881
C 0.34520 0.32588 -0.21654
H -0.90168 1.66473 0.35736
H -2.48373 -0.04287 -0.76932
N 0.98472 -1.72930 -0.16532
N -0.61976 -0.63487 -0.22852
H 2.85843 1.01412 0.51804
O 0.03633 1.67341 -0.25509
N -0.18317 -1.80088 -0.06002
```

## Properties
HOMO level	-0.316	Eh
net charge	0
frontier orbital gap	8.434	eV



Stability ranking, top and bottom: *2* is the most stable and *1* is the least stable.



*1*
DFT (ωB97M-V with the def2-TZVPD basis set) results for a single C2H4N4O2 molecule.

```
12
Properties=species:S:1:pos:R:3
N -0.80704 0.57518 -0.22932
N 1.59549 0.25278 -0.31706
H -1.46484 2.50942 -0.73695
H -1.13089 2.36913 1.01336
H 0.50394 -2.39734 -0.20984
O -1.79601 -0.14586 0.48730
H 3.13245 -0.88669 0.05684
O 2.15192 -1.21604 -0.25915
C 0.24218 -0.09631 -0.51282
N -1.42239 -1.46486 0.66070
C -0.15348 -1.51290 0.00244
N -0.85133 2.01351 0.04449
```

## Properties
HOMO level	-0.305	Eh
net charge	0
frontier orbital gap	8.319	eV



*2*
DFT (ωB97M-V with the def2-TZVPD basis set) results for a single C2H4N4O2 molecule.

```
12
Properties=species:S:1:pos:R:3
H 2.85870 0.32711 -0.32328
O -1.30285 2.11108 -0.15222
H 1.45377 1.02980 0.73846
N -2.54690 0.21358 -0.13832
N -0.86548 -1.19525 -0.25929
H -0.53755 -1.95796 0.12314
H 1.90602 -0.70901 0.96319
O 0.90722 0.08998 -0.79271
C -1.25156 0.86245 -0.15831
N -0.26329 -0.00916 -0.00690
C 1.90142 0.17999 0.10674
N -2.25949 -0.94261 -0.10050
```

## Properties
HOMO level	-0.369	Eh
net charge	0
frontier orbital gap	9.842	eV



Stability ranking, top and bottom: *2* is the most stable and *1* is the least stable.



*1*
DFT (ωB97M-V with the def2-TZVPD basis set) results for 9 unconnected molecules or ions with the total composition C5H28N2O9.

```
44
Properties=species:S:1:pos:R:3
O -2.18139 -3.77877 -0.82491
H 0.67887 1.25391 -3.85070
O -4.39984 0.26168 1.05663
H 2.31093 -2.33839 2.35380
C 1.95402 0.40174 0.57977
H 2.14079 1.11575 4.15179
O -0.13944 1.56379 -3.54914
H 3.65715 0.67209 3.55076
H -2.25337 -1.73447 1.55388
H 3.00569 0.29887 0.56094
C 1.55376 -2.80219 0.42798
O -1.20735 -0.75603 -1.42042
H 0.22261 -0.80437 1.18548
C 1.78649 1.92460 1.11765
H 1.71431 3.00097 2.98698
H -0.83206 0.79979 -3.29579
H -4.80539 0.03520 0.21081
O -1.90469 -0.85371 1.20326
N 1.81512 -2.03245 1.51113
H -0.27970 2.84948 -1.82191
H 2.16275 2.49699 0.23566
H -1.55164 -4.13042 -0.32796
H -2.38608 3.10035 -0.65393
H -1.78824 -3.13143 -1.49175
H -0.99341 3.68777 -2.88117
H -3.45990 3.71308 0.46948
H 2.78259 -2.02479 -3.37292
N 2.61335 0.92876 3.37528
H -4.03202 1.18568 0.94606
H 1.85043 -1.52905 -2.13014
H -1.41439 -0.55340 -0.43179
H -0.42833 -1.23648 -1.31157
C 2.41594 2.15955 2.54295
C 1.23883 -0.68089 1.44372
H 1.03299 -0.35601 2.50633
H 3.44261 2.68078 2.64118
O 0.97271 -2.31492 -0.50031
O -3.27109 2.97912 -0.21088
O 2.17429 -1.33263 -3.10345
H 0.71955 2.22602 1.21725
H 1.59292 -3.86026 0.49385
H -2.78894 -0.37482 1.21000
O -0.87809 3.51951 -2.05358
H 1.68487 0.36171 -0.35954
```

## Properties
HOMO level	-0.342	Eh
net charge	0
frontier orbital gap	9.772	eV



*2*
DFT (ωB97M-V with the def2-TZVPD basis set) results for 9 unconnected molecules or ions with the total composition C5H28N2O9.

```
44
Properties=species:S:1:pos:R:3
H -2.77884 -1.22261 1.04179
H -2.89606 -1.76705 -2.53314
H 0.77280 3.13207 -0.08231
H 1.53857 -1.70620 3.92522
H -1.80493 3.04769 -0.69046
H 1.12357 0.73457 -0.42007
H 0.47960 4.63453 -0.21247
N 2.21069 0.11791 -2.62373
H 1.95333 -2.27806 -1.53641
C 2.35563 -1.59189 -0.79480
H 2.46052 0.82281 1.57185
N 1.45784 0.74665 1.61676
H 1.55938 1.10811 3.65323
H -1.92144 1.44212 -3.71388
H 3.16704 0.45691 -0.72826
C 0.90756 0.78022 2.83176
H 2.35472 1.10406 -2.74898
H -0.28260 0.33123 0.57581
O 1.15727 3.96560 -0.29477
H 3.95750 -0.59833 -1.77313
O -2.71081 0.46517 1.91945
H 1.27718 -0.24186 -2.64504
H -2.40540 0.97835 1.16200
O -0.26836 0.59308 3.11253
H -1.46622 -3.11168 -1.44567
H -1.90881 0.39826 2.46967
H -1.28098 1.72481 -1.22986
H 1.49348 -1.75918 1.13301
H -2.75689 -1.64179 -0.43675
O -1.47720 2.19339 -0.39452
O -3.27357 -0.96780 -2.12213
O -1.26927 -2.63334 -2.25581
H -2.32558 0.59243 -2.55575
O -1.54417 1.03829 -2.93681
H 0.32823 -1.82092 -0.14654
H 2.68303 -2.50181 3.47911
O 2.43096 -1.57481 3.58227
H -0.58416 -1.99296 -2.09721
C 1.17839 -1.26350 0.24300
H 3.15726 -2.06112 -0.23528
H -4.22393 -1.10444 -2.05064
C 0.77412 0.18271 0.44817
O -2.31337 -1.79593 0.41136
C 2.94018 -0.34719 -1.43620
```

## Properties
HOMO level	-0.332	Eh
net charge	0
frontier orbital gap	9.225	eV



Stability ranking, top and bottom: *2* is the most stable and *1* is the least stable.



*1*
DFT (ωB97M-V with the def2-TZVPD basis set) results for a single C3H3N3O molecule.

```
10
Properties=species:S:1:pos:R:3
C -0.47688 0.39082 -0.31343
N 0.71011 -1.01710 1.21747
N -2.77717 -0.31933 0.47513
H -0.30983 1.11209 -1.10312
H 2.40887 -0.35002 -0.94924
C 2.02543 0.30010 -0.14601
C -1.67652 -0.01458 0.05604
N 0.69401 -0.16663 0.34693
H -3.21435 -1.14152 0.05976
O 2.61633 1.20617 0.35646
```

## Properties
HOMO level	-0.312	Eh
net charge	0
frontier orbital gap	8.795	eV



*2*
DFT (ωB97M-V with the def2-TZVPD basis set) results for 2 unconnected molecules or ions with the total composition C3H3N3O.

```
10
Properties=species:S:1:pos:R:3
N -1.39458 1.19046 -2.06119
H 0.30100 -0.78585 -1.98552
C 0.28098 -0.17829 -1.09222
N 1.85263 -0.44924 0.88146
C -1.35724 -0.08194 1.97961
H -0.87838 1.27259 -0.14301
N -0.74502 0.86332 -1.08912
H 2.72744 0.07688 0.86446
C 1.13898 -0.30265 -0.10594
O -1.63642 -0.82423 2.79018
```

## Properties
HOMO level	-0.300	Eh
net charge	0
frontier orbital gap	8.841	eV



Stability ranking, top and bottom: *2* is the most stable and *1* is the least stable.